72
Properties=species:S:1:pos:R:3:forces:R:3:mulliken_spin:R:1 method="wB97M-V/def2-TZVPD" total_charge=+1 orbital_gap_ev="6.90 / 5.17" spin_multiplicity=2 e_tot_ev=-173835.524 lumo_energy_ev="-3.6 / -5.3" de_lowest_ev=0.000
C 2.5897 -0.9182 -0.6985 0.1 -0.1 -0.2 -0.016
C 0.8069 -2.7882 2.1538 0.0 -0.1 0.1 0.009
C -1.1505 4.3437 -2.6649 0.0 0.0 0.0 0.067
H -4.4939 -0.4821 4.4608 0.0 0.0 0.0 0.000
C -4.1405 -1.7860 2.7949 0.0 0.0 0.0 -0.001
C -2.0267 -0.1276 2.1810 0.1 0.1 0.2 -0.001
H 3.0936 -4.5959 3.8735 0.0 0.0 0.0 0.000
Ge -1.1481 -1.5068 -0.2119 -0.1 0.0 0.2 0.029
C 1.6694 -4.6021 0.7845 0.0 0.1 0.0 0.001
C 3.2438 -1.9751 -2.7455 0.0 0.0 0.0 0.000
H 4.4021 -2.0204 -0.9374 0.0 0.0 0.0 0.000
C -0.5145 3.2074 0.9511 -0.1 -0.1 -0.1 -0.002
C -0.6323 5.4304 -0.1475 0.0 0.0 0.0 -0.016
H -2.9098 -2.4686 -1.7274 0.0 0.0 0.0 0.000
C 2.6815 -0.5537 0.6819 0.1 0.0 0.1 0.084
C -0.9839 3.5043 -1.5408 -0.3 0.0 -0.1 -0.026
C -3.8760 -0.6837 3.5957 0.0 0.0 0.0 0.001
C 0.8345 -4.9956 -1.4479 0.1 0.0 0.0 0.000
H 3.1363 -5.8492 1.7548 0.0 0.0 0.0 0.000
H -0.9302 4.4757 -4.7834 0.0 0.0 0.0 0.003
H 0.0196 8.1925 -1.7564 0.0 0.0 0.0 0.006
H -1.4149 2.6408 1.2038 0.0 0.0 0.0 0.010
C -2.2821 -1.2207 1.3566 0.1 0.0 0.0 0.013
C 1.2076 -0.7588 -2.5684 0.0 0.1 -0.1 -0.011
H 2.2988 -6.2173 -0.4983 0.0 0.0 0.0 0.000
H 0.1319 -1.9548 2.2913 0.0 0.0 0.0 -0.010
H -2.5084 3.8976 -4.2667 0.0 0.0 0.0 0.002
H 0.8118 -5.5786 -2.3592 0.0 0.0 0.0 0.000
C 1.6022 -3.1872 3.1898 -0.1 0.0 0.0 0.000
H -2.8772 -0.7228 -1.9338 0.0 0.0 0.0 0.002
Ir 0.1470 0.5677 -0.1157 0.5 0.2 -0.4 0.102
C 0.0133 -3.8535 -1.3293 0.1 0.1 0.0 0.000
H -1.1573 6.3623 -3.3445 0.0 0.0 0.0 0.002
C -1.0467 5.7141 -2.4823 0.0 0.0 0.0 -0.027
C 1.6558 -5.3488 -0.4192 0.0 0.0 0.0 -0.001
H -3.5745 -2.9204 1.0756 0.0 0.0 0.0 0.000
C 2.0713 -1.5104 -3.3293 0.0 0.0 0.0 0.006
H -1.6707 -1.7381 -2.7477 0.0 0.0 0.0 -0.001
C 1.8106 0.3857 2.5903 0.0 0.2 0.1 0.033
S 3.9087 -0.8772 1.8301 0.1 0.0 -0.1 0.007
C 1.6099 0.1171 1.2078 -0.4 -0.1 0.2 -0.074
H -1.6823 8.2313 -1.3199 0.0 0.0 0.0 0.007
C -0.7233 7.7699 -1.0788 0.0 0.0 0.0 -0.005
H 1.8238 -1.7218 -4.3591 0.0 0.0 0.0 0.000
H -4.9656 -2.4422 3.0385 0.0 0.0 0.0 0.000
H -2.5892 1.0051 3.9202 0.0 0.0 0.0 0.000
C 3.5036 -1.6710 -1.4274 0.0 0.0 0.0 0.004
C 0.8262 -3.4684 0.9120 -0.1 -0.1 0.1 0.001
C -0.8025 6.2814 -1.2370 0.0 -0.1 0.0 0.073
C 2.4951 -4.9837 1.8702 0.0 0.0 0.0 0.000
C 0.0007 -3.0853 -0.1895 0.0 0.0 -0.1 0.004
C 2.4682 -4.2901 3.0452 0.0 -0.1 0.0 0.000
H -1.1595 0.5163 2.0088 0.0 -0.1 -0.1 -0.009
H 3.9445 -2.5698 -3.3156 0.0 0.0 0.0 0.000
C -2.2488 -1.6052 -1.8353 -0.1 -0.1 0.2 0.001
H 0.2882 -0.3686 -2.9792 0.0 0.0 0.0 0.019
C 3.0054 -0.0928 3.0450 0.0 0.1 0.0 -0.005
H 3.4104 -0.0201 4.0423 0.0 0.0 0.0 0.000
C -3.3515 -2.0512 1.6844 0.0 0.0 -0.1 -0.001
H -0.6055 -3.5888 -2.1774 0.0 0.0 0.0 0.000
N 1.4546 -0.4611 -1.2841 -0.4 0.1 0.1 -0.001
H -1.1211 2.8185 -4.2214 0.0 0.0 0.0 0.001
H 1.1171 0.9167 3.2290 0.0 0.0 0.0 -0.001
H -0.4577 8.0503 -0.0614 0.0 0.0 0.0 0.000
H -0.2499 3.8204 1.8107 0.0 -0.1 0.0 0.000
C -1.4381 3.8439 -4.0560 0.0 0.0 0.0 0.013
C -0.7126 4.0553 -0.2753 0.1 0.0 0.1 0.045
H 0.3389 2.5104 0.8238 0.1 0.1 0.1 -0.001
H -0.4268 5.8551 0.8280 0.0 0.0 0.0 0.001
C -2.8109 0.1529 3.2910 -0.1 -0.1 0.0 0.003
Se -1.2992 1.6539 -1.7861 0.3 0.0 0.0 0.658
H 1.5598 -2.6589 4.1333 0.0 0.0 0.0 0.000

76
Properties=species:S:1:pos:R:3:forces:R:3:lowdin_charge:R:1 method="wB97M-V/def2-TZVPD" total_charge=+1 orbital_gap_ev="6.02 / 6.01" e_tot_ev=-95304.375 lumo_energy_ev="-3.8 / -3.8" de_lowest_ev=0.161
C 2.6348 -2.1065 -0.8656 0.0 0.0 -0.3 -0.082
C -1.2729 5.2727 -1.8377 0.0 0.0 0.0 -0.064
C -0.1233 4.9182 2.3900 0.0 0.0 0.0 -0.077
C -3.2843 1.7987 1.3675 0.0 0.0 0.0 -0.075
W 1.4408 -0.0301 1.3742 0.0 0.7 0.5 1.139
C -2.9780 0.4934 1.0041 0.0 0.0 0.1 -0.330
C -1.0263 4.5007 -0.7142 0.0 0.0 0.0 -0.097
C -1.6990 -1.5969 -1.8765 0.0 0.0 0.0 -0.095
H 4.0740 -8.1146 -1.3651 0.0 0.0 0.0 0.093
H -1.7146 1.8023 -1.8630 0.0 0.0 0.0 0.100
H -0.4937 6.6074 3.6503 0.0 0.0 0.0 0.111
H 2.8303 -1.6950 -1.8556 0.1 0.0 0.0 0.134
H 3.2889 -4.1529 2.5357 0.0 -0.1 0.0 0.100
C 3.0870 -6.3044 -0.7856 0.0 0.0 0.0 -0.221
H -3.7118 -1.5246 0.8110 0.0 0.0 0.0 0.106
H 1.6978 4.8949 -3.4233 0.0 0.0 0.0 0.111
H 0.2696 5.5189 1.5791 0.0 0.0 0.0 0.112
C 2.8668 -3.5086 -0.7252 -0.1 0.0 -0.1 -0.080
P 0.4701 2.7316 0.8072 0.0 0.0 -0.2 0.521
H -1.5062 2.7853 5.2987 0.0 0.0 0.0 0.114
C 3.2449 -5.5587 -1.9543 0.0 0.0 0.0 0.004
C 3.3190 -3.4764 -3.2798 0.0 0.0 0.0 -0.039
C -1.9383 -1.8068 -3.2290 0.0 0.0 0.0 -0.072
H -0.7371 1.6828 3.2360 0.0 0.0 0.0 0.087
C -0.2917 5.4121 -2.8118 0.0 0.0 0.0 -0.063
H 2.1354 3.4946 -1.4324 0.0 0.0 0.0 0.082
H 2.7865 -2.6061 1.9021 0.0 0.1 0.0 0.027
H -1.5625 -2.4369 -1.2065 0.0 0.0 0.0 0.081
H -2.1414 1.4148 -4.2598 0.0 0.0 0.0 0.110
C 0.9334 4.7788 -2.6668 0.0 0.0 0.0 -0.062
H -5.9709 -0.9637 1.6162 0.0 0.0 0.0 0.112
H -2.5306 2.5731 1.3139 0.0 0.0 0.0 0.075
C -1.7853 0.7885 -2.2443 0.0 0.0 0.0 -0.070
C -2.0990 -0.7259 -4.0822 0.0 0.0 0.0 -0.069
P -1.3615 0.0492 0.3599 0.1 0.0 -0.1 0.497
H 3.5837 -4.1998 -4.0472 0.0 0.0 0.0 0.084
H -1.3863 5.2450 5.5088 0.0 0.0 0.0 0.111
C 2.8553 -5.6337 0.4072 0.1 0.0 0.0 0.007
C 1.1829 3.9963 -1.5480 0.0 0.0 0.0 -0.083
H 3.4504 -6.0753 -2.8842 0.0 0.0 0.0 0.127
H -2.2256 5.7731 -1.9493 0.0 0.0 0.0 0.112
C 2.5901 -3.6696 1.8537 0.0 0.1 -0.1 -0.022
C -5.5227 1.1163 1.9073 0.0 0.0 0.0 -0.061
H 4.1141 -2.7314 -3.2488 0.0 0.0 0.0 0.093
C 0.2050 3.8590 -0.5674 0.0 0.0 -0.1 -0.351
H 2.7723 -6.2031 1.3255 0.0 0.0 0.0 0.130
C 2.7585 -4.2550 0.4775 0.0 0.1 0.1 -0.153
S -0.5830 -1.5569 1.3323 0.1 -0.1 0.1 0.377
C -0.1973 3.5302 2.2693 0.0 0.1 0.0 -0.357
C -4.5601 2.1093 1.8199 0.0 0.0 0.0 -0.059
C -1.0516 4.7637 4.5993 0.0 0.0 0.0 -0.059
H -2.0005 -2.8161 -3.6142 0.0 0.0 0.0 0.108
N 1.4336 0.0671 3.2538 -0.2 -0.1 -0.8 -0.600
C -2.0208 0.5727 -3.5914 0.0 0.0 0.0 -0.064
C -5.2176 -0.1909 1.5442 0.0 0.0 0.0 -0.061
C 3.1444 -4.1868 -1.9574 0.0 0.1 0.0 -0.179
C -0.6913 2.7609 3.3209 0.0 0.0 0.0 -0.095
C -0.5517 5.5315 3.5558 0.0 0.0 0.0 -0.061
S 2.4220 2.2364 1.1141 0.0 -0.1 -0.1 0.450
H -2.2854 -0.8930 -5.1349 0.0 0.0 0.0 0.110
S 3.0057 -0.1051 3.5117 0.1 -0.1 0.2 0.746
O 2.1746 -1.2733 -0.0635 0.1 -0.2 0.3 -0.214
H 2.4016 -2.9807 -3.6018 0.0 0.0 0.0 0.092
H -0.4831 6.0224 -3.6846 0.0 0.0 0.0 0.111
C -1.6268 -0.2993 -1.3860 0.0 0.0 0.0 -0.336
H 1.5825 -3.8621 2.2264 0.0 0.0 0.0 0.093
H -1.7880 4.4103 0.0511 0.0 0.0 0.0 0.103
H -4.7964 3.1247 2.1090 0.0 0.0 0.0 0.112
C -1.1207 3.3822 4.4830 0.0 0.0 0.0 -0.055
H 2.3203 -8.2093 -1.3654 0.0 0.0 0.0 0.097
C -0.0654 1.1301 0.5682 0.1 -0.2 0.7 -0.734
C -3.9488 -0.5047 1.0914 0.0 0.0 0.0 -0.082
H -6.5154 1.3577 2.2634 0.0 0.0 0.0 0.112
H 3.1959 -8.2305 0.1686 0.0 0.0 0.0 0.083
C 3.1785 -7.7985 -0.8295 0.0 0.0 0.0 -0.026
O 3.4159 -0.2234 1.9442 -0.2 -0.2 -0.1 -0.823

73
Properties=species:S:1:pos:R:3:forces:R:3:mulliken_spin:R:1 method="wB97M-V/def2-TZVPD" total_charge=-1 orbital_gap_ev="4.67 / 7.27" spin_multiplicity=3 e_tot_ev=-79425.256 lumo_energy_ev="2.6 / 2.6" de_lowest_ev=0.165
C -3.7200 -0.7047 0.1444 0.3 0.0 0.1 0.431
H -4.8245 -2.5033 -0.1716 0.0 0.0 0.0 0.031
H -1.2683 -3.4458 -2.4927 0.0 0.0 0.0 -0.002
C -4.9592 -1.4211 -0.2930 0.1 0.0 -0.1 -0.044
C -2.4291 0.8106 1.6288 0.2 0.0 -0.1 0.217
O -2.6637 -0.9847 -0.6284 -1.2 0.1 -0.1 0.109
H 1.2037 3.6004 3.3039 0.0 0.0 0.0 0.000
C 1.6847 -5.1964 0.8251 0.0 0.0 0.0 0.011
H -1.1803 0.7566 -5.4468 0.0 0.0 0.0 0.000
C 0.8911 3.3208 -0.5334 0.0 0.1 0.0 -0.001
H 2.8199 -3.1964 2.0753 0.0 0.0 0.0 0.000
C -3.5548 2.1312 3.3240 0.0 0.0 0.0 0.185
C 0.2445 -3.5215 -0.1543 -0.1 0.1 -0.2 0.007
C -2.4000 1.7539 2.6520 0.2 0.0 0.0 -0.107
H -2.5269 4.3469 5.4836 0.0 0.0 0.0 0.000
H 1.3034 -7.2405 0.2756 0.0 0.0 0.0 -0.001
H 5.7080 -1.2095 -2.5202 0.0 0.0 0.0 0.000
H 0.5554 5.5842 1.9707 0.0 0.0 0.0 0.001
C -1.5934 -4.1588 -1.7327 0.1 -0.1 0.1 0.013
C 4.1732 1.7789 -0.6161 0.0 0.0 0.0 -0.001
H 1.3698 -2.1681 2.0075 0.0 0.0 0.0 -0.001
V -0.8449 -0.7135 -0.3502 -0.2 0.0 0.7 1.231
H -0.5922 -6.6439 -1.2081 0.0 0.0 0.0 0.000
C 1.2673 2.2049 0.2038 0.0 -0.1 0.1 -0.008
H -1.6184 2.8921 5.0136 0.0 0.0 0.0 0.000
C 1.3228 -3.8615 0.6827 0.1 0.1 0.1 -0.014
C 2.0595 -2.7741 1.4165 0.0 -0.1 0.0 0.010
C -0.4444 -4.5439 -0.8398 -0.1 0.0 -0.1 -0.018
C 5.5170 1.7960 -0.9811 0.0 0.0 0.0 0.000
H 2.5464 -2.0884 0.7200 0.0 0.0 0.0 -0.002
H -2.0209 -5.0369 -2.2201 0.0 0.0 0.0 0.000
O -3.5766 3.0681 4.3378 0.1 0.0 0.0 0.020
H 7.1200 0.7455 -1.9471 0.0 0.0 0.0 0.000
H -1.8978 4.1814 3.8256 0.0 0.0 0.0 0.001
H 2.3779 1.7048 -3.2523 0.0 0.0 0.0 -0.001
C 0.8390 0.6278 -2.1789 -0.1 0.1 -0.2 -0.042
C -0.6091 0.7173 -4.5245 0.0 0.0 0.0 -0.001
H 3.7497 2.6235 -0.0878 0.0 0.0 0.0 0.000
H 1.6014 1.4347 2.1755 0.0 0.0 0.0 -0.001
H 1.0717 1.7805 -5.3563 0.0 0.0 0.0 0.000
P 1.5864 0.5382 -0.5122 0.2 1.0 -0.4 -0.010
C -0.0542 -5.8662 -0.6757 0.0 0.0 0.0 0.011
H 0.7756 3.2391 -1.6070 0.0 0.0 0.0 0.000
H 3.3248 -1.2419 -1.8751 0.0 0.0 0.0 0.000
C -1.1416 0.0920 -3.4063 0.0 -0.1 0.0 -0.016
H -5.7826 0.1933 1.7167 0.0 0.0 0.0 0.021
C -0.4239 0.0118 -2.2085 0.3 0.5 -0.4 -0.016
H 6.1288 2.6546 -0.7304 0.0 0.0 0.0 0.000
H -2.1275 -0.3563 -3.4673 0.0 0.0 0.0 0.005
C 1.3902 1.2564 -3.2996 0.0 0.0 0.0 -0.001
H -5.6665 1.8464 3.5173 0.0 0.0 0.0 -0.007
H 2.5156 -5.4473 1.4767 0.0 0.0 0.0 0.000
C 0.7622 4.6414 1.4784 0.0 0.0 0.0 0.000
C 1.1261 3.5280 2.2256 0.0 0.0 0.0 0.001
H -1.4312 2.1779 2.8858 -0.1 -0.1 0.0 -0.019
C 3.3699 0.6916 -0.9410 0.1 -0.4 0.2 0.005
C -3.6706 0.2094 1.2290 0.1 -0.1 -0.2 -0.018
C 0.6600 1.2958 -4.4779 0.0 0.0 0.1 0.004
C 3.9449 -0.3877 -1.6210 0.0 0.0 0.0 0.001
C 6.0737 0.7279 -1.6659 0.0 0.0 0.0 0.000
H 0.3334 5.3927 -0.4840 0.0 0.0 0.0 0.000
C 0.6382 4.5327 0.1007 0.0 0.0 0.0 0.000
C 5.2817 -0.3682 -1.9869 -0.1 0.0 0.0 0.000
C -4.7718 1.5503 2.9811 0.0 0.0 0.0 -0.109
C -4.8192 0.6174 1.9644 0.1 0.0 0.0 0.196
C 1.0078 -6.2047 0.1537 0.0 0.1 0.0 -0.017
H -5.1214 -1.2401 -1.3620 0.0 0.0 0.0 0.027
C -2.3365 3.6453 4.6738 0.0 0.0 0.0 0.001
H -5.8540 -1.1265 0.2489 0.0 0.0 0.0 0.007
C 1.3635 2.3175 1.5906 0.0 0.0 0.0 -0.003
O -1.2632 0.4902 1.0518 -0.2 0.0 0.3 0.034
N -0.1487 -2.2126 -0.3385 0.6 -1.3 0.4 -0.113
H -2.3715 -3.6455 -1.1663 0.0 0.0 0.0 -0.007